Entry 1:
Entry from the OMol25 dataset: C24H32IN3Pb as an isolated structure at a distorted geometry (the ωB97M-V functional and the def2-TZVPD basis).

Each line ends with the Mulliken charge.
Geometry (Å):
C  1.95133  2.88265  0.49844  -1.03
C  2.90401  1.60343  0.07052  -1.23
H  1.28303  3.22203  -0.30202  0.49
H  2.66756  3.70536  0.65870  0.48
H  1.45235  2.85691  1.48507  0.16
H  2.62117  1.07640  -0.85291  0.51
H  3.85922  2.08052  -0.19803  0.52
H  3.16992  0.93042  0.89461  0.34
C  -2.53875  1.24915  -0.74968  -0.07
C  -3.79143  1.07251  -1.34101  -0.83
C  -3.94537  0.04995  -2.27959  -0.54
C  -2.84764  -0.76364  -2.56783  -0.70
H  -2.37449  2.03378  -0.00794  0.33
H  -4.60304  1.73714  -1.05602  0.45
H  -4.89573  -0.11867  -2.77931  0.45
H  -2.91008  -1.56130  -3.30276  0.41
N  -1.48010  0.46590  -1.02525  0.05
C  -1.62841  -0.56523  -1.89321  0.40
C  -0.48826  -1.51523  -2.03768  0.48
N  0.68435  -1.18714  -1.43560  -0.04
C  1.68061  -2.08881  -1.40948  0.03
C  0.39074  -3.69121  -2.65877  -0.62
C  1.58020  -3.35244  -2.00476  -0.83
H  2.59750  -1.79167  -0.88854  0.40
H  2.42305  -4.03551  -1.94740  0.44
C  -0.64854  -2.76059  -2.67972  -0.64
H  -1.59911  -2.98308  -3.15762  0.28
H  0.26639  -4.65763  -3.13968  0.46
Pb  0.66653  0.84877  0.55231  1.06
I  -0.98911  2.45550  2.59140  -0.33
C  -0.05333  0.69667  7.02635  -1.70
C  0.63126  0.49044  5.70359  0.19
C  1.83444  1.14947  5.43532  -0.32
C  2.53180  0.93518  4.23913  0.32
C  3.80224  1.70304  3.99260  -1.70
C  2.02494  0.02648  3.32023  -0.66
C  0.70403  -0.53126  3.46381  0.39
C  0.08326  -0.35128  4.73898  -0.16
N  0.11596  -1.06384  2.36384  0.11
C  -1.04672  -1.96511  2.43694  0.95
C  -0.84150  -3.07600  3.46432  -1.66
C  -2.34432  -1.21114  2.72323  -1.11
C  -1.22130  -2.63853  1.07919  -1.54
H  0.55832  0.30726  7.85220  0.39
H  -0.21530  1.76515  7.21910  0.39
H  -1.02148  0.18740  7.04751  0.39
H  2.24286  1.83908  6.17949  0.55
H  3.60187  2.78249  3.91447  0.37
H  4.50409  1.57046  4.82796  0.50
H  4.29836  1.37941  3.07063  0.35
H  2.62303  -0.27231  2.45001  1.27
H  -0.88537  -0.80657  4.93720  0.47
H  -0.73738  -2.69536  4.48117  0.39
H  -1.70069  -3.75591  3.43558  0.47
H  0.06169  -3.64243  3.21331  0.43
H  -2.53205  -0.45002  1.95697  0.17
H  -3.17471  -1.92958  2.72423  0.46
H  -2.32226  -0.70490  3.68961  0.27
H  -1.45389  -1.90831  0.29851  0.15
H  -0.31330  -3.17503  0.78348  0.42
H  -2.05095  -3.35621  1.13125  0.57

Forces on atoms 1 to 2 (eV/Å):
C 2.664 0.660 -0.077
C 1.727 2.591 -0.319

Summary:
HOMO-LUMO gap (alpha / beta) in eV: 4.45 / 4.67
E_HOMO (alpha / beta) in eV: -14.034 / -14.013
Total charge: +2
Multiplicity: 1
ΔE to the lowest compared entry with this formula, charge and spin in kJ/mol: 166.5
Molecular weight in g mol⁻¹: 696.6

Entry 2:
Entry from the OMol25 dataset: C33H69B2BeBr2Cl3N6NaO15S as an isolated structure at a distorted geometry (the ωB97M-V functional and the def2-TZVPD basis).

Each line ends with the Mulliken charge.
Geometry (Å):
C  5.55261  -2.33582  0.11834  -1.01
C  4.88928  -1.13523  0.86197  0.58
O  5.41037  -0.05549  0.73310  -0.60
N  3.71025  -1.30407  1.71767  0.34
C  4.07961  -0.55957  2.97740  0.04
C  2.51504  -0.69578  0.99282  -0.89
C  1.08434  -1.02770  1.64229  0.42
C  0.53222  0.24542  2.40912  -0.98
C  -0.83413  0.79558  1.82689  -1.71
C  -0.91982  0.70263  0.30995  -0.48
C  -0.06136  1.64894  -0.46181  1.74
B  0.91758  2.72812  0.22415  -0.64
O  0.29667  3.77926  0.95449  0.35
N  2.36619  2.69709  0.19502  -0.09
C  2.88923  2.06315  -1.06307  -1.19
C  2.83355  4.13848  0.10331  -0.83
C  -0.16167  1.58532  -1.91647  -0.44
C  -1.12042  0.57293  -2.43534  0.11
C  -1.32774  0.46410  -3.98847  -0.77
B  -0.64300  -0.92434  -4.45757  0.58
O  0.64218  -0.92720  -4.99377  -0.55
O  -1.40350  -2.10284  -4.26013  -0.52
N  -1.82603  -0.26121  -1.69040  -1.57
N  -1.68226  -0.14779  -0.39516  1.95
C  -2.48448  -1.11446  0.42156  0.08
C  -3.91274  -0.53693  0.75670  0.54
C  -4.89966  -0.91514  -0.43445  -1.52
O  -3.90478  0.90630  0.79647  -0.49
H  6.64858  -2.10948  0.03001  0.26
H  5.48442  -3.27649  0.71484  0.29
H  5.17368  -2.44923  -0.92381  0.18
H  3.32712  -0.78066  3.86601  -1.09
H  5.11075  -0.87204  3.30824  0.52
H  4.12453  0.56272  2.83186  0.53
H  2.70757  0.41404  1.03085  0.25
H  2.56070  -0.97014  -0.09412  0.56
H  1.30138  -1.86925  2.44301  -0.63
H  0.35009  -1.46785  0.92245  0.33
H  1.26979  1.09119  2.48414  0.41
H  0.33271  -0.04850  3.46466  1.11
H  -1.66139  0.29236  2.37869  0.52
H  -0.92935  1.88474  2.08771  0.33
H  0.70605  3.77982  1.83710  0.31
H  4.00195  2.07774  -1.10727  0.37
H  2.47081  1.03375  -1.15004  0.29
H  2.50548  2.70245  -1.91304  0.41
H  2.93327  4.50332  1.14852  0.32
H  2.14005  4.76649  -0.51321  0.28
H  3.83420  4.17833  -0.39880  0.34
H  0.42787  2.23675  -2.58602  0.35
H  -2.46322  0.36627  -4.11114  -0.21
H  -0.96630  1.37643  -4.52142  0.68
H  1.16772  -1.50644  -4.40612  0.32
H  -1.41372  -2.22416  -3.29124  0.34
H  -2.66364  -2.00415  -0.23538  0.79
H  -1.91044  -1.50602  1.32558  -1.52
H  -4.33681  -0.91332  1.71576  0.46
H  -5.96791  -0.94572  -0.09215  0.44
H  -4.68679  -1.92842  -0.85824  0.35
H  -4.80996  -0.19296  -1.28622  0.28
H  -4.78612  1.23369  0.56318  0.31
N  0.39382  -4.27553  3.27546  1.12
O  -0.03481  -4.10362  2.13283  -0.54
O  0.01090  -3.52534  4.26407  -0.39
O  1.20700  -5.16340  3.50570  -0.74
Be  3.82188  -0.15094  5.57647  -0.03
C  -9.82738  -5.44222  -4.74287  -1.43
C  -9.79874  -4.40074  -3.63260  -0.31
N  -8.68434  -4.56108  -2.71119  0.13
C  -8.81530  -3.76075  -1.50138  -0.70
C  -8.79654  -2.23690  -1.65151  -0.66
C  -7.35884  -4.58026  -3.30669  -0.76
C  -6.93216  -3.36721  -4.13891  -0.74
H  -9.81624  -6.45424  -4.33406  0.33
H  -10.73946  -5.32879  -5.33205  0.43
H  -8.98363  -5.33401  -5.42776  0.29
H  -10.73198  -4.50442  -3.07139  0.45
H  -9.81471  -3.39858  -4.08447  0.25
H  -8.03715  -4.05505  -0.79125  0.33
H  -9.75664  -4.03937  -1.01654  0.39
H  -7.79084  -1.86346  -1.85082  -0.09
H  -9.12672  -1.77396  -0.71782  0.41
H  -9.46345  -1.88714  -2.44102  0.29
H  -7.28356  -5.46800  -3.94119  0.37
H  -6.61502  -4.75088  -2.52234  0.33
H  -7.71387  -3.03289  -4.82352  0.26
H  -6.06027  -3.62924  -4.74541  0.38
H  -6.63879  -2.52697  -3.50753  0.08
C  7.90844  0.50104  7.42785  -0.05
Cl  7.20085  -0.13069  5.93525  -0.03
Cl  7.48957  2.20396  7.64160  -0.12
Cl  7.37745  -0.44961  8.81771  -0.11
H  8.98756  0.42220  7.35282  0.32
C  4.79258  -4.41829  3.90980  -0.60
C  4.02233  -4.25167  5.20765  -0.38
O  2.65629  -3.96799  4.93978  -0.38
H  4.71955  -3.51202  3.30343  -0.18
H  5.84721  -4.62946  4.10454  0.43
H  4.37502  -5.23519  3.31529  0.35
H  4.42820  -3.42046  5.78967  0.22
H  4.08307  -5.16069  5.81540  0.26
H  2.29661  -4.70981  4.43244  0.31
Br  1.80268  -1.61664  4.24969  -0.34
C  8.94462  -0.35862  -2.31467  -1.42
C  7.67075  0.25767  -2.84854  0.39
C  6.96696  1.14339  -1.85744  -0.37
O  5.60100  1.02630  -2.26362  -0.20
C  5.46829  -0.18081  -2.87059  0.57
O  4.42238  -0.67952  -3.15028  -0.54
O  6.67784  -0.74410  -3.11159  -0.34
H  9.56971  0.38592  -1.81961  0.37
H  8.72565  -1.16646  -1.61444  0.31
H  9.52078  -0.79813  -3.13049  0.37
H  7.87167  0.78892  -3.78445  0.31
H  7.29989  2.17898  -1.92203  0.38
H  7.05565  0.80392  -0.82190  0.18
Br  -1.40003  -2.11696  3.20492  -0.01
O  0.66530  8.85497  0.69931  -0.63
S  -0.71636  9.21444  0.81603  1.24
O  -1.37564  9.26393  2.08392  -0.60
O  -1.57568  8.28584  -0.17770  -0.30
C  -1.46582  6.86464  -0.03406  -0.19
C  -2.20162  6.36517  1.19695  -0.92
C  -0.98775  10.74799  -0.01495  -0.94
H  -0.41560  6.56198  -0.01659  0.23
H  -1.91561  6.42032  -0.92335  0.24
H  -1.73761  6.73406  2.11159  0.30
H  -2.19391  5.27419  1.23617  0.19
H  -3.23587  6.71374  1.19510  0.36
H  -0.52219  10.70791  -0.99687  0.32
H  -0.52986  11.53084  0.58745  0.38
H  -2.05895  10.92032  -0.09564  0.32
Na  -3.24915  1.27040  -5.67680  0.97

Forces on atoms 1 to 2 (eV/Å):
C 0.306 -0.079 0.678
C 0.147 -0.611 -0.710

Summary:
HOMO-LUMO gap in eV: 2.26
E_HOMO in eV: -7.551
Total charge: +1
Multiplicity: 1
Molecular weight in g mol⁻¹: 1141.8

Entry 3:
Entry from the OMol25 dataset: C31H28N2O2PSW as an isolated structure (the ωB97M-V functional and the def2-TZVPD basis).

Each line ends with the Löwdin spin population.
Geometry (Å):
W  0.00052  0.04746  1.06147  1.60
C  -1.22031  1.37040  7.87633  0.00
C  -0.24010  0.46972  7.47931  0.00
C  0.02499  0.27712  6.13245  0.00
C  -0.69881  1.01495  5.19587  0.00
C  -1.70056  1.91007  5.58548  0.00
C  -1.94775  2.09133  6.93530  0.00
P  -0.38964  0.86384  3.44902  0.01
C  0.98892  -0.29484  3.12294  0.01
C  2.35635  0.03106  3.23185  0.03
C  3.31684  -0.93538  3.00458  0.01
C  2.95443  -2.22641  2.59045  0.02
C  1.62568  -2.56139  2.42771  0.03
C  0.63149  -1.60321  2.69541  0.01
C  0.31452  2.33014  2.69031  0.04
C  0.66327  3.55151  3.22752  0.00
C  1.16390  4.52588  2.36216  0.03
C  1.28545  4.27768  0.99797  -0.01
C  0.92273  3.04826  0.45634  0.02
C  0.42472  2.05667  1.30406  0.00
H  -1.42578  1.50685  8.92957  0.00
H  0.31899  -0.08485  8.22029  0.00
H  0.78700  -0.43060  5.83160  0.00
H  -2.27719  2.46348  4.85303  0.00
H  -2.71199  2.78693  7.25336  0.00
H  2.64071  1.02707  3.55041  0.00
H  4.36020  -0.69897  3.17258  0.00
H  3.72232  -2.97104  2.42253  0.00
H  1.34017  -3.56649  2.14555  0.00
H  -0.39772  -1.94391  2.81652  0.01
H  0.55118  3.75154  4.28628  0.00
H  1.45767  5.48969  2.75662  0.00
H  1.66456  5.05512  0.34801  0.00
H  0.99627  2.90276  -0.61352  0.00
C  3.31813  -0.40514  -1.02350  0.00
S  1.89144  -1.32560  -1.54510  0.01
O  0.75806  -0.87470  -0.54223  0.09
C  1.49570  -0.57775  -3.06871  0.00
C  1.68565  -1.38201  -4.18525  0.00
C  1.48829  -0.82027  -5.44184  0.00
C  1.09824  0.50486  -5.55375  0.00
C  0.88370  1.28904  -4.41747  0.00
C  1.08752  0.75340  -3.16114  0.00
H  3.00476  0.60477  -0.75076  0.00
H  3.99478  -0.37041  -1.87739  0.00
H  3.78774  -0.92714  -0.19134  0.00
H  1.98700  -2.41780  -4.08648  0.00
H  1.63331  -1.42440  -6.32683  0.00
H  0.95855  0.93876  -6.53490  0.00
H  0.56544  2.31724  -4.52429  0.00
H  0.94091  1.35548  -2.27331  0.00
N  -2.76048  0.56686  -3.87978  0.00
C  -3.42000  1.15429  -2.84839  0.00
O  -4.03990  2.18416  -2.90804  0.00
C  -3.29000  0.48968  -1.49524  0.00
C  -4.43223  0.15281  -0.77300  0.02
C  -4.31010  -0.34065  0.51707  0.00
C  -3.06230  -0.42627  1.09050  0.02
N  -1.95754  -0.05889  0.40700  0.01
C  -2.06791  0.36487  -0.87972  0.02
H  -2.92805  0.95706  -4.79654  0.00
H  -2.52525  -0.41115  -3.83832  0.00
H  -5.40796  0.28474  -1.22539  0.00
H  -5.17772  -0.63715  1.08974  0.00
H  -2.91692  -0.76552  2.10605  0.00
H  -1.15259  0.63501  -1.39870  0.00

Forces on atoms 1 to 2 (eV/Å):
W -0.261 0.071 -0.020
C -0.019 0.007 -0.001

Summary:
HOMO-LUMO gap (alpha / beta) in eV: 6.33 / 6.36
E_HOMO (alpha / beta) in eV: -16.718 / -16.871
Total charge: +3
Multiplicity: 3
Molecular weight in g mol⁻¹: 707.5